Entry 1:
78
Properties=species:S:1:pos:R:3:mulliken_charge:R:1 method="wB97M-V/def2-TZVPD" e_above_lowest_ev=1.6205 total_charge=-1
Na -0.63975 -0.54696 0.82504 0.9371
C 1.36814 -0.03995 4.08710 -1.0298
C 2.11770 -0.37096 2.82347 0.5850
N 3.31800 0.14888 2.66550 -0.6588
C 4.01140 -0.13514 1.54515 -1.3362
C 3.53415 -0.96430 0.56037 0.5078
C 4.39951 -1.23023 -0.63996 -0.5872
O 4.92841 -2.57007 -0.67283 -0.5347
C 2.23897 -1.51528 0.68909 1.1904
C 1.79424 -2.42242 -0.38470 -1.2359
N 0.70678 -2.35578 -1.04951 0.3146
C 0.63064 -3.17226 -2.21158 -0.2581
C 1.77851 -3.52764 -2.94136 0.2117
C 1.71139 -4.30238 -4.08729 -1.0329
C 0.48335 -4.73248 -4.56812 -0.4674
C -0.67025 -4.34495 -3.90564 -0.7008
C -0.59708 -3.56572 -2.75865 0.1791
I -2.39608 -2.91579 -1.93585 0.1966
C 1.48056 -1.24155 1.85793 0.3272
O 0.33145 -1.76732 2.09278 -1.1070
H 2.08015 0.17584 4.88419 0.4593
H 0.70524 -0.86102 4.36715 0.2643
H 0.74839 0.84689 3.92969 -0.0584
H 4.98693 0.33388 1.45026 0.3098
H 5.22228 -0.51306 -0.65249 0.3808
H 3.83650 -1.10583 -1.56598 0.3028
H 5.14741 -2.80352 0.23508 0.3721
H 2.53574 -3.17468 -0.65800 0.9333
H 2.74358 -3.15682 -2.61618 0.3674
H 2.62568 -4.55645 -4.61082 0.3870
H 0.41737 -5.33408 -5.46729 0.3576
H -1.64031 -4.63090 -4.29206 0.3653
N -2.21349 -2.96396 1.82122 -0.2630
C -3.24721 -2.09349 2.39799 -0.4995
C -4.17477 -1.50603 1.32777 -0.6086
N -3.50860 -0.43642 0.58778 0.7174
C -4.33015 0.27447 -0.38622 -0.6561
C -3.84958 1.70005 -0.62461 -0.6481
N -2.64509 1.77400 -1.45306 -0.6299
H -1.28831 -2.75073 2.19794 0.2112
H -2.40100 -3.94026 1.98848 0.2461
H -3.86087 -2.61267 3.14047 0.4817
H -2.75508 -1.25261 2.89566 0.0394
H -4.52381 -2.32113 0.67166 0.2039
H -5.05098 -1.07369 1.82270 0.4262
H -2.67115 -0.81753 0.15162 -0.6198
H -4.41111 -0.25657 -1.34743 0.2021
H -5.33545 0.35360 0.03389 0.4376
H -4.64748 2.24760 -1.13522 0.5157
H -3.70047 2.15244 0.36528 0.1846
H -2.43666 2.74850 -1.63945 0.2813
H -1.82719 1.44601 -0.93108 0.1049
C 3.46971 4.39066 -1.37931 -0.7438
O 2.73521 5.00683 -0.33656 -0.4758
C 1.76863 4.25119 0.24300 1.0544
C 1.12965 4.84564 1.35482 -1.1844
C 0.16883 4.13176 2.01476 -0.9660
C -0.22533 2.83071 1.62664 0.5080
C -1.15952 2.03444 2.40757 0.7759
C -1.90619 2.63027 3.58652 -1.9154
O -1.39335 0.85300 2.16060 -0.0452
C 0.38363 2.24600 0.45110 0.1084
O 0.03830 1.12467 -0.03031 -0.7596
C 1.41158 3.00612 -0.19919 -0.3365
H 4.23939 5.09969 -1.67172 0.2444
H 2.83712 4.16947 -2.24190 0.3013
H 3.93637 3.46350 -1.03803 0.2958
H 1.42912 5.83752 1.67216 0.4098
H -0.28766 4.59032 2.88213 0.2226
H -1.48881 3.55551 3.97864 0.4472
H -1.93515 1.88011 4.37625 0.3331
H -2.93599 2.81663 3.26784 0.3104
H 1.88025 2.53024 -1.05253 0.2515
Cl 0.06179 -0.26104 -3.59543 -0.0725
C -1.18153 0.84920 -4.17310 0.4678
Cl -0.49292 2.31251 -4.92954 -0.2222
H -1.78024 1.14905 -3.32925 -0.4301
H -1.76347 0.33650 -4.92507 0.3518

Entry 2:
63
Properties=species:S:1:pos:R:3:mulliken_charge:R:1 method="wB97M-V/def2-TZVPD" total_energy_ev=-55707.1126 spin_multiplicity=2 total_charge=+4
Be -3.38390 -3.38380 -1.13788 1.0713
Pb -2.31456 -0.64713 -4.34685 1.5520
O 0.66812 -1.09353 -0.62121 -0.2188
C -0.22288 -1.66559 -1.51511 0.1977
O -0.46318 -1.03206 -2.53365 -0.5121
O -0.90757 -2.61552 -1.11281 -0.3752
H 0.30716 -1.84548 -0.14595 0.1100
C 0.39106 -5.04259 1.46126 0.6410
O -0.44058 -4.22658 1.84005 -0.6846
N 1.02604 -4.81348 0.38384 -0.2997
N 0.61555 -6.25392 1.92977 -0.4373
H 0.71238 -4.04762 -0.19509 0.0923
H 1.70230 -5.49164 0.06311 0.1788
H -0.06618 -6.52412 2.62427 0.2461
H 1.27481 -6.88591 1.49840 0.1783
C -2.38553 2.12388 0.20042 0.7000
O -3.61056 1.92880 0.20837 -0.5713
N -1.92409 3.20622 0.62881 -0.2022
N -1.42693 1.44412 -0.24496 0.7015
H -0.92800 3.34483 0.72203 0.0687
H -2.48536 3.96842 0.98112 0.2532
H -0.49865 1.83827 -0.18984 0.3064
H -1.55838 0.64191 -0.84437 -0.3792
C -1.00412 2.62018 -3.57560 0.6673
O -1.04001 1.43571 -3.76159 -0.6548
N -0.49388 3.46237 -4.39925 -0.3651
N -1.63059 3.13897 -2.60858 -0.2214
H -0.33741 4.43296 -4.16778 0.1808
H -0.02978 3.30340 -5.28211 0.2607
H -1.46613 4.10437 -2.36148 0.2564
H -1.97688 2.46145 -1.94438 0.0493
C 2.20046 2.04214 0.58459 0.5395
O 1.01455 2.28796 0.45531 -0.6665
N 2.78084 0.84908 0.79679 -0.2790
N 3.05721 2.98475 0.56157 -0.4210
H 2.29326 -0.03479 0.76297 0.0791
H 3.72378 0.75998 1.14754 0.2555
H 2.68055 3.92126 0.52730 0.2607
H 4.05842 2.85243 0.57454 0.1900
C -0.40167 0.70191 3.38359 0.5090
O -1.40275 1.11791 3.94589 -0.5961
N -0.30316 0.18115 2.23367 0.1775
N 0.69416 0.62129 4.00053 -0.2978
H 0.34043 0.63320 1.59999 -0.2040
H -1.24404 -0.04241 1.94238 0.0001
H 1.44574 0.16823 3.50056 0.1506
H 0.82743 0.83799 4.97796 0.2619
C 2.82305 0.99018 -3.33589 0.8377
O 1.89912 1.21194 -4.10722 -0.1824
N 2.74184 0.26256 -2.29584 -0.1382
N 3.98168 1.58355 -3.50240 -0.3627
H 3.46648 0.27344 -1.59236 0.3099
H 1.83495 -0.10530 -2.04617 -0.0987
H 4.00349 2.32227 -4.19081 0.2671
H 4.73389 1.20975 -2.94154 0.2297
C -2.89096 -2.18458 2.19000 0.4133
O -2.90983 -2.76691 1.09979 -0.4854
N -3.65478 -1.16642 2.56203 -0.2945
N -2.16831 -2.52696 3.16044 -0.2506
H -3.66942 -0.88654 3.53236 0.1688
H -4.43052 -0.77012 2.05088 0.2116
H -1.52127 -3.24488 2.86716 0.4130
H -2.10706 -1.97073 4.00125 0.2118

Entry 3:
12
Properties=species:S:1:pos:R:3:mulliken_charge:R:1 method="wB97M-V/def2-TZVPD" e_above_lowest_ev=1.1947 smiles="CC#CC(C)=S" total_charge=0
C -1.17983 -2.31821 -0.46442 -1.3825
C -0.70543 -1.00621 -0.06410 1.0775
C -0.32447 0.09089 0.29024 -0.0209
C 0.14668 1.37730 0.67538 -0.3136
C 1.42137 1.83576 0.00079 -0.9253
S -0.63804 2.28944 1.77740 -0.2395
H -2.09384 -2.60266 0.07773 0.2974
H -0.43100 -3.06691 -0.24686 0.3055
H -1.38394 -2.35623 -1.52163 0.3101
H 1.28317 1.81254 -1.10387 0.2812
H 1.71762 2.82043 0.36892 0.3056
H 2.18772 1.12386 0.21041 0.3046

Entry 4:
66
Properties=species:S:1:pos:R:3:mulliken_charge:R:1 method="wB97M-V/def2-TZVPD" e_above_lowest_ev=0.0000 total_charge=+1
C 1.47538 2.55328 2.97999 -0.7248
P 0.87091 0.84660 3.04419 0.2714
O 2.23168 -0.02538 3.00335 -0.4938
N 0.27852 0.59408 1.18117 0.7263
C 1.47766 0.79916 0.24335 -0.5111
C 1.96848 -0.35081 -0.62100 -1.2385
C 2.69732 -1.51724 0.04683 0.3662
C 3.54032 -2.26724 -0.99583 -0.9615
O 3.60978 -3.65941 -0.68023 -0.3583
C 2.54128 -4.37381 -1.10893 0.0961
O 1.83319 -4.97893 -0.38273 -0.4153
C -0.24947 -0.79402 1.26451 -1.3697
S -1.08752 -1.59368 -0.14413 0.9279
O -0.18488 -2.54036 -0.72087 -0.4716
O -2.37287 -1.98595 0.33741 -0.6490
C -0.74484 1.64964 0.78650 -0.3197
C -2.08684 1.83585 1.54305 0.1846
N -3.16445 0.94963 1.13244 -0.4548
N -2.46096 3.18603 1.13071 -0.4727
N -1.89105 1.81539 2.97643 -0.6809
H 1.03209 3.04218 3.85184 0.3660
H 2.56252 2.59781 3.07964 0.4291
H 1.19188 3.12467 2.09908 0.1580
H 3.02091 0.41987 2.66433 0.3292
H 2.31508 1.17887 0.82823 0.6067
H 1.20221 1.62643 -0.40828 0.2562
H 1.20154 -0.71888 -1.30431 0.1849
H 2.69849 0.14342 -1.27647 0.7020
H 3.36205 -1.15172 0.83107 0.2069
H 2.00943 -2.26059 0.45223 -0.0594
H 3.11636 -2.13247 -1.99857 0.4804
H 4.57272 -1.92113 -0.99222 0.3414
H 2.39468 -4.35706 -2.20253 0.4394
H 0.53751 -1.48064 1.57937 0.7168
H -1.00480 -0.80337 2.05045 0.7313
H -1.23072 -0.57414 -1.02581 0.0907
H -0.21389 2.59177 0.81116 -0.6425
H -0.97386 1.48341 -0.26990 0.6111
H -3.16588 0.70497 0.15088 0.2514
H -3.22742 0.10677 1.68581 0.2606
H -2.34488 3.86558 1.87258 0.2273
H -3.42126 3.18037 0.81151 0.2554
H -1.72240 0.89505 3.36525 0.2370
H -2.71222 2.20707 3.42745 0.2855
C -2.37233 -6.28345 -0.65640 -0.3224
C -1.04766 -5.75552 -1.16923 0.3324
O -1.12113 -5.98268 -2.58784 -0.3204
S -2.62145 -5.79862 -3.09312 1.0845
O -2.80259 -4.48174 -3.59544 -0.5421
O -2.97266 -6.92720 -3.87317 -0.5314
O -3.31707 -5.87582 -1.65897 -0.3127
H -2.37872 -7.37195 -0.58510 0.3132
H -2.66390 -5.84934 0.29604 0.3024
H -0.18650 -6.27631 -0.76724 0.3823
H -0.94185 -4.68470 -0.99338 -0.3065
C -0.56559 5.81084 -2.28634 -0.3075
C 0.83226 6.39739 -2.25536 -0.3669
O 1.15919 6.40695 -0.84964 -0.3303
S 0.49452 5.17480 -0.12367 1.2150
O 1.43569 4.10291 -0.00633 -0.5451
O -0.18188 5.62462 1.03647 -0.6078
O -0.52372 4.77841 -1.27434 -0.2673
H -1.32493 6.54012 -2.00523 0.2967
H -0.81920 5.35834 -3.24004 0.3134
H 0.88432 7.41359 -2.63277 0.3258
H 1.55341 5.76830 -2.77787 0.2788

Entry 5:
26
Properties=species:S:1:pos:R:3:mulliken_charge:R:1 method="wB97M-V/def2-TZVPD" e_above_lowest_ev=0.0000 total_charge=0
C -0.66690 -1.85181 0.69638 0.7518
C -1.53578 -1.66220 1.91632 -1.2982
C -0.65538 -2.33290 -1.80245 -1.1418
C 1.95280 0.53488 -1.02253 -1.0056
C 0.39598 3.28748 -0.78574 -1.1204
C 0.83164 1.48588 1.74859 -1.0274
C -1.37368 -1.90497 -0.58621 -0.1993
O 0.54343 -1.96837 0.77112 -0.5631
Si 0.57884 1.49988 -0.13616 0.6067
S -1.35933 0.66726 -0.58720 -0.3254
H -2.15128 -0.77473 1.79726 0.2878
H -2.19105 -2.52299 2.03218 0.4291
H -0.91351 -1.56495 2.80202 0.3338
H -0.93268 -3.36409 -2.03315 0.3972
H 0.42013 -2.28761 -1.63965 0.2638
H -0.93070 -1.72243 -2.66019 0.3024
H 1.77028 0.44741 -2.08987 0.3003
H 2.91407 1.02104 -0.88676 0.3742
H 2.02526 -0.46576 -0.60928 0.2635
H 0.90097 3.98882 -0.13037 0.3205
H 0.81868 3.39380 -1.77950 0.3131
H -0.64902 3.58009 -0.84131 0.3204
H 0.94085 0.46699 2.10651 0.2748
H 1.72700 2.03395 2.02983 0.3796
H -0.00914 1.93640 2.27258 0.2961
H -2.45149 -1.92111 -0.58242 0.4660

Entry 6:
46
Properties=species:S:1:pos:R:3:mulliken_charge:R:1 method="wB97M-V/def2-TZVPD" e_above_lowest_ev=0.7227 total_charge=-1
Cu -0.31459 1.18572 0.95577 -0.7624
C -2.36018 -1.16534 -3.62390 -0.8884
C -3.53299 -0.77133 -2.72443 -0.4548
N -3.33892 0.50037 -2.05569 -0.2200
C -2.55490 0.58226 -0.92026 0.2485
S -1.77719 2.10727 -0.61877 -0.5149
N -2.51501 -0.43623 -0.11704 -0.6998
N -1.60226 -0.34045 0.87246 0.8319
C -1.85904 -0.92489 2.02087 0.4942
C -3.06920 -1.78314 2.25813 -1.4641
C -0.91395 -0.64935 3.05655 0.6591
C -0.79802 -1.40478 4.24050 -0.8577
C 0.09948 -1.02511 5.20647 -0.2910
C 0.93780 0.07177 4.96131 -0.7001
C 0.80613 0.73792 3.76111 0.1507
N -0.12757 0.44562 2.85880 -0.1165
H -2.60569 -2.04520 -4.22272 0.3669
H -1.48284 -1.38308 -3.01345 0.1428
H -2.11179 -0.34609 -4.30211 0.2645
H -3.66783 -1.52269 -1.94775 0.2823
H -4.45400 -0.70677 -3.31101 0.3418
H -3.18876 1.29465 -2.65753 0.2402
H -3.75756 -1.65312 1.42763 0.3818
H -3.57329 -1.50665 3.18706 0.3562
H -2.78916 -2.83894 2.32225 0.2791
H -1.42920 -2.27454 4.37070 0.3397
H 0.18353 -1.57640 6.13498 0.3947
H 1.64718 0.40966 5.70428 0.3736
H 1.45396 1.56909 3.50606 0.1722
O 1.34356 -0.70582 -0.42716 -0.4970
S 1.66742 -0.54485 -1.86616 0.3241
C 3.47443 -0.95721 -2.02446 -0.7305
C 4.13941 0.19167 -2.76376 -0.6019
C 3.47691 1.45982 -2.23292 -0.6008
C 1.98159 1.20945 -2.29495 -0.4310
H 3.58109 -1.92056 -2.52281 0.3746
H 3.81196 -1.03651 -0.99045 0.3182
H 3.94389 0.09994 -3.83678 0.2708
H 5.22133 0.19326 -2.61040 0.3224
H 3.75810 2.34139 -2.81041 0.3555
H 3.76737 1.63517 -1.19464 0.2503
H 1.57198 1.35173 -3.29759 0.3894
H 1.43393 1.80223 -1.56615 0.2150
O 2.77641 4.30579 0.82565 -0.6211
S 1.58567 3.66094 1.42812 0.2167
N 1.16077 2.36334 0.85458 0.0947

Entry 7:
49
Properties=species:S:1:pos:R:3:mulliken_charge:R:1 method="wB97M-V/def2-TZVPD" e_above_lowest_ev=0.9955 total_charge=-1
C -0.71280 0.33387 -0.09111 0.2299
C -0.45795 0.99099 1.26041 0.0057
S -0.63079 2.81906 1.26181 -0.6969
C -0.08050 -1.11818 -0.17155 -0.8289
N -0.14683 -1.40555 -1.64714 0.4409
C 1.15222 -1.28312 -2.23736 -1.0011
C -0.80518 -2.67509 -1.79601 -1.2563
H -0.16119 0.92922 -0.81963 0.1454
H -1.76229 0.28708 -0.34643 0.1587
H -1.03475 0.47392 2.05456 0.4540
H 0.59918 0.74332 1.49308 -0.6065
H -0.76107 -1.68257 0.46398 0.6505
H 0.96374 -1.05995 0.12752 -0.2798
H 1.27326 -1.59743 -3.27900 0.3700
H 1.81832 -1.93476 -1.63911 0.4235
H 1.54327 -0.28197 -2.06645 0.1344
H -1.75603 -2.76614 -1.22081 0.2904
H -0.94779 -3.09656 -2.78788 0.2992
H -0.24798 -3.51077 -1.34936 0.3869
H 3.43922 1.61575 -0.38346 0.3001
H 1.94296 2.00986 -0.41311 0.3645
O 2.60140 1.36082 0.01862 -0.6586
H -1.83402 1.35775 -3.47177 0.2849
H -0.98532 0.16094 -2.69043 0.3697
O -1.73024 0.42785 -3.25897 -0.6779
H 2.31828 -1.51948 2.27305 0.3298
H 2.75270 -0.98404 3.61951 0.3464
O 2.85857 -1.76657 3.04209 -0.7697
H -4.12301 -0.12272 -2.33318 0.3367
H -3.61319 -1.15862 -1.43668 0.3342
O -4.46276 -0.86099 -1.80916 -0.6865
H -2.82983 2.90351 2.16392 0.2205
H -3.82269 1.97682 1.79236 0.3479
O -3.48792 2.33490 2.63155 -0.6490
H -3.26920 3.37815 -0.34730 0.3027
H -2.53655 2.21215 -0.90623 0.3211
O -3.39651 2.64562 -0.95984 -0.6464
H 3.31964 -0.32731 -0.52023 0.2771
H 4.09533 -1.38036 0.28261 0.2882
O 3.36631 -1.28348 -0.33821 -0.5935
H 1.82749 3.72059 -0.20111 0.3876
H 0.39548 3.34460 -0.47015 0.2131
O 1.30720 3.36711 -0.93061 -0.7330
H 1.63867 -3.05604 2.96200 0.4321
H 1.64832 -3.56016 1.51376 0.2954
O 1.24572 -3.74284 2.37339 -0.7058
H 0.55625 0.90403 4.08320 0.3063
H 1.54347 1.18851 2.85157 0.4017
O 1.38940 0.68827 3.65335 -0.6594

Entry 8:
13
Properties=species:S:1:pos:R:3:mulliken_charge:R:1 method="wB97M-V/def2-TZVPD" e_above_lowest_ev=0.1534 smiles="NC=O.CSS" total_charge=0
N 1.42171 1.31543 1.05902 -0.2997
C 1.38029 0.15480 1.75054 0.0822
O 0.36774 -0.43734 2.03621 -0.5198
H 0.54313 1.80580 0.97421 0.2035
H 2.25079 1.88379 1.09588 0.2233
H 2.38261 -0.24189 2.00791 0.3308
C -1.04120 -1.56851 -1.07715 -0.6702
S -1.34332 -0.48826 -2.47910 -0.0788
S -0.89327 1.34749 -1.67088 -0.2372
H -0.00884 -1.54658 -0.73493 0.2128
H -1.25407 -2.58762 -1.41823 0.3037
H -1.66290 -1.28740 -0.23880 0.2790
H -2.14268 1.65028 -1.30469 0.1704